# 1
The following is a quantum chemistry calculation of a 2-piece molecular cluster, C9H13ClN4 overall in a non-equilibrium geometry, from the Open Molecules 2025 dataset.

XYZ file:
```
27
Properties=species:S:1:pos:R:3
C -0.08 2.27 1.75
C -1.19 1.77 1.03
C 0.88 1.47 2.29
C -0.49 -0.43 1.63
C -1.37 0.41 0.97
C 0.69 0.04 2.25
C -3.32 0.22 -0.76
C -3.85 -1.78 -0.18
C -3.27 1.48 -1.48
N -4.05 -0.72 -1.15
N -2.45 -0.18 0.37
N -2.88 -1.35 0.76
N 7.73 -1.81 -2.43
Cl 1.77 -1.05 2.93
H 0.09 3.37 1.92
H -1.95 2.52 1.03
H 1.66 2.01 2.86
H -0.57 -1.48 1.49
H -4.71 -2.08 0.34
H -3.40 -2.70 -0.66
H -2.33 1.77 -1.72
H -3.81 2.25 -0.81
H -3.89 1.38 -2.40
H 6.96 -2.10 -3.06
H 8.15 -2.75 -2.26
H 7.35 -1.32 -1.67
H 8.32 -1.22 -3.04
```

## Properties
- Net charge: +2
- HOMO: -14.58 eV
- ΔE to the lowest compared entry with this formula, charge and spin: 0.0 kcal per mole


# 2
The following is a quantum chemistry calculation of an isolated ion of composition C9H13F9N3OS and charge +1, from the Open Molecules 2025 dataset.

XYZ file:
```
36
Properties=species:S:1:pos:R:3
C -1.36 -1.19 -4.44
C -0.06 -0.38 -4.28
C 0.27 -0.09 -2.83
O 1.29 -1.06 -2.39
C 1.50 -1.11 -1.10
N 0.67 -1.51 -0.17
N 1.37 -1.41 0.99
C 0.74 -1.71 2.28
C 0.21 -0.44 2.96
C -1.21 -0.07 2.54
F -2.08 -0.78 3.30
F -1.47 -0.41 1.25
C -1.57 1.43 2.77
F -1.09 1.77 3.97
F -2.88 1.57 2.77
S -0.90 2.69 1.49
F -1.97 2.17 0.44
F 0.17 1.63 0.89
F 0.22 3.20 2.48
F -1.90 3.77 2.03
F -0.39 3.72 0.42
C 2.60 -0.99 0.78
N 2.72 -0.80 -0.54
H -1.47 -1.54 -5.46
H -1.34 -2.07 -3.79
H -2.23 -0.59 -4.18
H 0.77 -0.95 -4.71
H -0.13 0.56 -4.83
H 0.68 0.92 -2.69
H -0.60 -0.21 -2.18
H -0.04 -2.44 2.07
H 1.49 -2.18 2.91
H 0.89 0.39 2.75
H 0.20 -0.57 4.04
H 3.37 -0.84 1.52
H 3.54 -0.49 -1.04
```

## Properties
- Net charge: +1
- HOMO: -14.40 eV
- ΔE to the lowest compared entry with this formula, charge and spin: 0.0 kcal per mole


# 3
The following is a quantum chemistry calculation of C9H13I2NS as an isolated structure in a non-equilibrium geometry, from the Open Molecules 2025 dataset.

XYZ file:
```
26
Properties=species:S:1:pos:R:3
C -0.05 0.59 0.02
C 0.38 0.90 1.66
C -0.10 -0.75 -0.43
C 0.92 -0.24 2.40
C 0.68 -1.71 0.42
C 0.38 -1.64 1.88
C -1.17 -1.81 2.09
C -0.41 2.75 -3.33
C 0.00 1.63 -2.45
N -0.74 -1.05 -1.52
S -0.82 1.88 -0.87
I -0.13 2.69 2.48
I 2.12 1.62 -2.18
H 1.94 -0.28 2.19
H 0.82 -0.14 3.58
H 0.37 -2.71 -0.03
H 1.73 -1.45 0.23
H 0.91 -2.46 2.37
H -1.23 -1.82 3.25
H -1.37 -2.76 1.62
H -1.62 -0.94 1.62
H 0.04 3.65 -2.83
H -0.08 2.85 -4.34
H -1.45 2.70 -3.54
H -0.20 0.58 -2.79
H -0.93 -2.07 -1.52
```

## Properties
- HOMO (spin up / spin down): -8.00 / -7.92 eV
- ΔE to the lowest compared entry with this formula, charge and spin: 0.0 kcal per mole


# 4
The following is a quantum chemistry calculation of C9H13IN3P2S as an isolated structure in a non-equilibrium geometry, from the Open Molecules 2025 dataset.

XYZ file:
```
29
Properties=species:S:1:pos:R:3
C -1.47 0.30 2.79
C -1.40 -0.17 1.29
C -2.53 -0.99 0.84
C -2.70 -1.53 -0.56
N -3.70 -2.29 -1.12
S -3.23 -2.49 -2.73
N -1.80 -1.64 -2.79
C -1.57 -1.14 -1.51
C -0.38 -0.30 -1.05
P 0.90 0.11 -2.35
N 2.15 -0.89 -2.18
C -0.24 0.20 0.32
P 1.11 1.21 1.06
C 2.54 1.64 -0.03
C 1.89 0.35 2.58
H -2.41 0.94 2.86
H -1.65 -0.58 3.46
H -0.62 0.96 3.10
H -3.35 -1.24 1.58
H 1.23 1.49 -2.27
H 0.32 -0.09 -3.67
H 2.19 -1.41 -3.08
H 2.29 2.44 -0.77
H 2.96 0.71 -0.52
H 3.37 2.06 0.62
H 1.21 -0.42 3.03
H 2.93 -0.01 2.38
H 1.97 1.18 3.36
I -0.02 1.58 -4.66
```

## Properties
- Net charge: -1
- HOMO: -3.12 eV


| no. | calculated total energy (a.u.) |
| --- | --- |
| 1 | -1029.30469 |
| 2 | -1886.93358 |
| 3 | -1398.93245 |
| 4 | -1893.51099 |